Entry from the OMol25 dataset: 6 unconnected molecules or ions with the total composition C24H62N4O8 at a distorted geometry (ωB97M-V with the def2-TZVPD basis set).

CARTESIAN COORDINATES (ANGSTROEM)
C: 5.289 -2.667 0.265
N: 5.620 -1.264 -0.151
C: 7.095 -0.878 0.066
C: 5.300 -1.113 -1.569
C: 4.702 -0.326 0.655
C: 4.899 1.090 0.338
O: 4.415 1.596 -0.889
H: 5.354 -2.590 1.341
H: 5.923 -3.477 -0.181
H: 4.241 -2.809 -0.011
H: 7.370 0.080 -0.299
H: 7.758 -1.625 -0.578
H: 7.318 -1.061 1.085
H: 4.253 -1.278 -1.663
H: 5.866 -1.941 -1.947
H: 5.515 -0.103 -1.907
H: 4.886 -0.539 1.708
H: 3.710 -0.652 0.376
H: 5.927 1.440 0.393
H: 4.380 1.658 1.103
H: 3.496 1.319 -0.997
C: -4.774 -2.073 1.776
N: -5.949 -2.354 0.877
C: -6.043 -1.293 -0.168
C: -5.856 -3.718 0.260
C: -7.167 -2.391 1.755
C: -8.324 -1.519 1.394
O: -7.894 -0.193 1.536
H: -4.471 -2.963 2.406
H: -4.914 -1.120 2.308
H: -3.897 -1.910 1.067
H: -6.872 -1.467 -0.868
H: -5.124 -1.508 -0.755
H: -6.025 -0.320 0.322
H: -5.889 -4.521 0.974
H: -4.839 -3.707 -0.137
H: -6.630 -3.695 -0.528
H: -6.839 -2.026 2.731
H: -7.445 -3.422 1.914
H: -9.065 -1.672 2.200
H: -8.768 -1.655 0.395
H: -8.695 0.322 1.761
C: -0.363 -0.484 -2.122
N: -0.050 -1.744 -2.879
C: -1.302 -2.106 -3.657
C: 1.105 -1.554 -3.862
C: 0.196 -2.894 -1.973
C: 1.352 -2.761 -0.965
O: 2.706 -2.807 -1.472
H: -0.928 -0.686 -1.199
H: -0.892 0.160 -2.830
H: 0.572 0.015 -1.922
H: -2.049 -2.296 -2.909
H: -1.237 -3.021 -4.311
H: -1.600 -1.226 -4.301
H: 1.420 -2.541 -4.091
H: 1.848 -1.032 -3.370
H: 0.689 -1.056 -4.800
H: 0.130 -3.890 -2.485
H: -0.688 -3.074 -1.333
H: 1.157 -3.518 -0.253
H: 1.240 -1.784 -0.501
H: 2.922 -3.618 -1.930
C: -0.483 4.975 0.234
N: 0.722 5.811 0.482
C: 1.771 5.530 -0.523
C: 0.348 7.301 0.435
C: 1.255 5.441 1.840
C: 2.594 6.094 2.271
O: 2.577 7.568 2.375
H: -0.830 5.296 -0.779
H: -1.321 5.304 0.878
H: -0.208 3.928 0.286
H: 2.674 6.059 -0.368
H: 1.317 5.877 -1.460
H: 2.001 4.463 -0.566
H: 0.023 7.495 -0.569
H: 1.201 7.927 0.753
H: -0.488 7.443 1.129
H: 1.285 4.322 1.818
H: 0.516 5.736 2.659
H: 3.325 5.976 1.496
H: 2.795 5.663 3.264
H: 2.516 7.891 3.263
C: -2.013 -4.667 1.649
C: -2.053 -3.494 0.633
O: -1.546 -2.389 0.937
O: -2.609 -3.720 -0.511
H: -2.854 -4.747 2.302
H: -1.188 -4.502 2.441
H: -1.817 -5.551 1.079
C: 0.619 0.066 1.488
C: 1.352 0.980 0.470
O: 1.931 0.484 -0.532
O: 1.142 2.239 0.714
H: 1.338 -0.618 1.907
H: -0.143 -0.599 1.019
H: 0.184 0.680 2.294

Values from the calculation:
- E_LUMO: -0.124 Eh
- Charge: +2
- E_tot: -48216.7496 eV
- Spin multiplicity: 1
- Maximum force: 4.16 eV Å⁻¹
- HOMO: -12.08 eV

Atom charges from the Mulliken analysis, given in e for atoms 1 to 2:
1. C -0.503
2. N 0.006

Entry from the OMol25 dataset: 12 unconnected molecules or ions with the total composition C21H67N11O12 at a distorted geometry (ωB97M-V with the def2-TZVPD basis set).

CARTESIAN COORDINATES (ANGSTROEM)
C: -3.242 1.924 -5.834
O: -3.015 0.882 -4.917
C: -2.512 -0.292 -5.498
C: -2.469 -1.392 -4.455
C: -1.669 -0.994 -3.234
N: -1.890 -2.629 -5.061
H: -2.262 2.351 -6.099
H: -3.800 2.720 -5.352
H: -3.635 1.585 -6.798
H: -3.221 -0.549 -6.303
H: -1.571 -0.171 -6.062
H: -3.484 -1.585 -4.098
H: -0.719 -0.488 -3.447
H: -1.508 -1.698 -2.419
H: -2.168 -0.125 -2.777
H: -1.382 -2.202 -5.837
H: -1.145 -3.062 -4.528
N: -3.124 -3.823 3.445
C: -2.669 -2.546 3.245
N: -2.313 -1.881 4.390
O: -2.537 -2.058 2.112
H: -3.014 -4.309 4.312
H: -3.195 -4.300 2.560
H: -1.875 -0.979 4.383
H: -2.257 -2.401 5.246
N: 0.525 -3.315 4.377
C: 1.141 -4.073 3.413
N: 2.349 -3.475 3.097
O: 0.710 -5.131 2.950
H: -0.386 -3.531 4.729
H: 0.850 -2.403 4.682
H: 3.029 -4.024 2.602
H: 2.652 -2.691 3.656
N: -0.450 -0.093 -0.454
C: 0.524 -0.318 0.480
N: 0.018 -0.822 1.661
O: 1.756 -0.244 0.279
H: -1.415 0.005 -0.175
H: -0.087 0.360 -1.285
H: 0.650 -1.018 2.414
H: -0.868 -1.311 1.618
N: -4.543 0.779 2.415
C: -3.654 1.723 1.928
N: -3.257 2.561 2.968
O: -3.430 1.969 0.749
H: -4.889 0.838 3.348
H: -4.997 0.120 1.796
H: -2.950 3.504 2.756
H: -3.585 2.241 3.853
N: -0.253 3.566 1.654
C: -0.377 4.482 2.648
N: 0.808 5.117 2.992
O: -1.428 4.780 3.218
H: 0.641 3.371 1.256
H: -1.075 3.066 1.356
H: 1.664 4.804 2.577
H: 0.774 5.623 3.857
C: 4.639 0.499 2.630
C: 4.862 -0.828 3.318
O: 3.844 -1.142 4.289
H: 5.285 0.496 1.753
H: 4.876 1.354 3.263
H: 3.618 0.540 2.250
H: 5.870 -0.960 3.711
H: 4.727 -1.577 2.528
H: 4.220 -1.798 4.887
C: 2.853 -2.279 -4.006
C: 2.481 -1.273 -2.926
O: 3.291 -1.450 -1.783
H: 3.807 -2.014 -4.460
H: 2.111 -2.069 -4.791
H: 2.736 -3.335 -3.781
H: 1.427 -1.417 -2.664
H: 2.568 -0.282 -3.389
H: 2.799 -1.118 -1.013
C: 1.388 1.518 4.159
C: 0.583 0.709 5.151
O: 1.083 -0.634 5.255
H: 1.394 1.027 3.181
H: 2.406 1.723 4.483
H: 0.819 2.405 3.861
H: -0.452 0.682 4.791
H: 0.496 1.165 6.140
H: 1.935 -0.641 4.766
C: 3.753 1.920 -1.080
C: 3.948 2.439 -2.503
O: 3.139 3.581 -2.730
H: 2.720 1.652 -0.903
H: 4.201 2.635 -0.382
H: 4.348 1.008 -1.001
H: 3.547 1.625 -3.113
H: 5.019 2.472 -2.715
H: 3.461 4.336 -2.226
C: 0.374 3.204 -5.093
C: 0.504 1.836 -4.387
O: 0.591 2.049 -2.980
H: -0.385 3.858 -4.671
H: 0.161 2.965 -6.137
H: 1.341 3.697 -4.980
H: 1.394 1.318 -4.770
H: -0.304 1.197 -4.738
H: 1.402 2.578 -2.927
C: -3.531 -3.232 -0.937
C: -4.026 -1.832 -0.594
O: -4.806 -1.838 0.611
H: -2.838 -3.571 -0.164
H: -3.060 -3.038 -1.905
H: -4.325 -3.975 -0.977
H: -4.702 -1.480 -1.381
H: -3.242 -1.067 -0.578
H: -4.120 -2.073 1.267

Values from the calculation:
- E_LUMO: 0.008 Eh
- Structure (SMILES): COC[C@H](C)N.NC(N)=O.NC(N)=O.NC(N)=O.NC(N)=O.NC(N)=O.CCO.CCO.CCO.CCO.CCO.CCO
- E_tot: -63827.9318 eV
- Spin multiplicity: 1
- Maximum force: 2.59 eV Å⁻¹
- HOMO: -9.26 eV

Atom charges from the Mulliken analysis, given in e for atoms 1 to 2:
1. C -0.675
2. O -0.235

Entry from the OMol25 dataset: a molecular structure, C4H12B2Ca2F9O2 at a distorted geometry (ωB97M-V with the def2-TZVPD basis set).

CARTESIAN COORDINATES (ANGSTROEM)
Ca: 0.679 1.021 1.780
Ca: 0.780 3.755 -0.656
B: -1.051 5.044 1.117
F: -2.002 5.616 0.305
F: -0.914 3.621 0.778
F: 0.261 5.587 0.745
F: -1.262 5.171 2.441
B: -1.070 -1.168 2.410
F: 0.383 -1.089 2.624
F: -1.715 -0.930 3.594
F: -1.245 -0.033 1.499
F: -1.427 -2.323 1.813
F: 0.095 1.647 -0.393
C: 1.687 -1.632 -0.625
C: 2.675 -1.415 0.482
O: 2.674 0.038 0.841
H: 1.565 -2.681 -0.872
H: 1.967 -1.019 -1.486
H: 0.705 -1.257 -0.318
H: 3.700 -1.683 0.235
H: 2.422 -1.932 1.405
H: 3.576 0.354 0.745
C: -1.740 -2.200 -1.427
C: -1.208 -1.586 -2.694
O: -1.252 -0.148 -2.645
H: -1.390 -1.713 -0.522
H: -1.560 -3.277 -1.380
H: -2.830 -2.111 -1.373
H: -1.767 -1.922 -3.561
H: -0.160 -1.886 -2.836
H: -0.577 0.149 -2.026

Values from the calculation:
- E_LUMO: -0.223 Eh
- Charge: +1
- E_tot: -71136.2539 eV
- Spin multiplicity: 1
- Maximum force: 2.06 eV Å⁻¹
- HOMO: -12.49 eV

Atom charges from the natural (NBO) analysis, given in e for atoms 1 to 2:
1. Ca 1.886
2. Ca 1.908

Entry from the OMol25 dataset: a gas-phase ion, C7H12N5O (charge +1) at a distorted geometry (ωB97M-V with the def2-TZVPD basis set).

CARTESIAN COORDINATES (ANGSTROEM)
C: 2.256 1.540 0.182
C: 0.648 0.165 -0.329
C: 0.122 1.401 -0.003
C: -2.228 1.183 -0.039
C: -1.268 -1.089 -0.204
C: 2.885 -0.753 -0.381
C: -0.401 -3.372 0.418
N: -2.093 -0.119 0.080
N: 1.141 2.257 0.224
N: 1.967 0.289 -0.161
N: -1.114 1.979 -0.022
N: -3.384 1.777 -0.125
O: -1.065 -2.068 0.658
H: 3.270 2.050 0.265
H: -1.309 -1.300 -1.237
H: 3.427 -0.755 0.502
H: 2.394 -1.673 -0.452
H: 3.592 -0.628 -1.248
H: -0.374 -3.855 1.318
H: 0.615 -3.285 0.075
H: -0.950 -3.873 -0.337
H: 0.968 3.292 0.527
H: -1.171 2.945 0.344
H: -4.260 1.156 -0.205
H: -3.666 2.736 0.152

Values from the calculation:
- E_LUMO: -0.099 Eh
- Charge: +1
- E_tot: -16942.1882 eV
- Spin multiplicity: 1
- Maximum force: 5.44 eV Å⁻¹
- HOMO: -11.63 eV
- Energy relative to the best compared isomer or geometry (same formula, charge and spin): 215.3 kJ/mol

Atom charges from the natural (NBO) analysis, given in e for atoms 1 to 2:
1. C 0.194
2. C -0.149